[1]
Density functional theory data (ωB97M-V with the def2-TZVPD basis set) for C2H5BrOSi in the gas phase in a non-equilibrium geometry.

HOMO-LUMO gap = 11.17 eV
Spin multiplicity = 1
Structure (SMILES) = O=C(Br)C[SiH3]
Molecular weight = 153.05 g/mol

Positions of all 10 atoms, in Å:
O (-1.8421, -1.0113, -1.0313)
C (-1.0727, -1.0025, -0.1226)
Br (-1.7456, -1.1119, 1.7333)
C (0.3769, -0.7234, -0.1774)
Si (0.6064, 1.1732, 0.0060)
H (0.7895, -1.0657, -1.1137)
H (0.8741, -1.2150, 0.6417)
H (-0.6806, 1.7976, 0.3624)
H (1.6535, 1.4555, 1.0010)
H (1.0406, 1.7034, -1.2994)


[2]
Density functional theory data (ωB97M-V with the def2-TZVPD basis set) for 2 unconnected molecules or ions with the total composition C4N4O in a non-equilibrium geometry.

Relative energy (zero: lowest compared OMol25 entry of this formula, charge and spin) = 476.3 kJ/mol
HOMO-LUMO gap (spin up / spin down) = 7.23 / 6.97 eV
Spin multiplicity = 1
Molecular weight = 120.07 g/mol

Positions of all 9 atoms, in Å:
C (-0.4919, -0.7971, -1.6040)
C (0.9775, -1.3642, 0.7383)
C (-0.1782, 2.0247, 0.1100)
C (0.1479, -0.2885, 0.9015)
N (-0.9818, -1.0362, -2.6006)
N (1.5704, -2.3450, 0.8221)
N (-0.1863, 2.8655, -0.6863)
N (0.0186, 1.0529, 0.9901)
O (-1.0069, 0.0668, 1.4960)


[3]
Density functional theory data (ωB97M-V with the def2-TZVPD basis set) for C24H31ClN2O4S in the gas phase in a non-equilibrium geometry.

Relative energy (zero: lowest compared OMol25 entry of this formula, charge and spin) = 10.9 kJ/mol
HOMO-LUMO gap = 9.78 eV
Spin multiplicity = 1
Structure (SMILES) = Cc1ccc(S(=O)(=O)N2CCC(=O)N([C@H](COCc3cccc(Cl)c3)C(C)C)CC2)cc1
Molecular weight = 479.04 g/mol

Positions of all 63 atoms, in Å:
C (0.2274, 4.0458, -3.1778)
C (0.2641, 3.9071, -1.6872)
C (-0.8825, 3.5886, -0.9678)
C (-0.8355, 3.4516, 0.4097)
C (0.3623, 3.6412, 1.0711)
S (0.4560, 3.2962, 2.8269)
O (1.5159, 4.0563, 3.4169)
O (-0.8585, 3.3853, 3.3881)
N (0.9038, 1.6784, 2.8717)
C (2.2839, 1.4354, 2.5247)
C (2.7699, 0.0689, 3.0169)
C (2.4348, -1.0168, 2.0098)
O (3.3087, -1.5581, 1.3571)
N (1.1222, -1.3168, 1.8559)
C (0.7591, -2.2151, 0.7662)
C (0.1539, -1.4182, -0.3984)
O (-1.1567, -0.9942, -0.0854)
C (-1.7095, -0.1324, -1.0511)
C (-1.9625, -0.8047, -2.3791)
C (-1.6256, -0.1893, -3.5764)
C (-1.8658, -0.8299, -4.7801)
C (-2.4287, -2.0937, -4.8035)
C (-2.7561, -2.7070, -3.6041)
Cl (-3.4521, -4.2893, -3.6143)
C (-2.5342, -2.0704, -2.3958)
C (-0.1230, -3.3908, 1.2197)
C (0.4725, -4.0412, 2.4669)
C (-0.2357, -4.4293, 0.1043)
C (0.0786, -0.6462, 2.5987)
C (-0.0781, 0.8326, 2.2372)
C (1.5117, 3.9725, 0.3780)
C (1.4584, 4.1065, -0.9978)
H (0.4818, 5.0649, -3.4652)
H (-0.7598, 3.8135, -3.5692)
H (0.9563, 3.3817, -3.6405)
H (-1.8189, 3.4455, -1.4877)
H (-1.7165, 3.2138, 0.9842)
H (2.8501, 2.2299, 3.0131)
H (2.4422, 1.5051, 1.4354)
H (2.3432, -0.1400, 3.9971)
H (3.8569, 0.0881, 3.1029)
H (1.7159, -2.6189, 0.4135)
H (0.1487, -2.0335, -1.3077)
H (0.7938, -0.5431, -0.5972)
H (-2.6581, 0.2047, -0.6200)
H (-1.0604, 0.7462, -1.1983)
H (-1.1748, 0.7922, -3.5656)
H (-1.6063, -0.3459, -5.7094)
H (-2.6108, -2.6005, -5.7377)
H (-2.7935, -2.5501, -1.4646)
H (-1.1276, -3.0218, 1.4453)
H (-0.1138, -4.9113, 2.7521)
H (1.4930, -4.3614, 2.2692)
H (0.4881, -3.3505, 3.3052)
H (-0.7356, -4.0226, -0.7699)
H (-0.8111, -5.2837, 0.4528)
H (0.7512, -4.7790, -0.1905)
H (-0.8589, -1.1441, 2.3595)
H (0.2588, -0.7305, 3.6742)
H (-1.0456, 1.1874, 2.5950)
H (-0.0434, 0.9374, 1.1440)
H (2.4254, 4.1373, 0.9269)
H (2.3509, 4.3661, -1.5478)


[4]
Density functional theory data (ωB97M-V with the def2-TZVPD basis set) for a molecular structure, C8H13N2O2P in a non-equilibrium geometry.

Relative energy (zero: lowest compared OMol25 entry of this formula, charge and spin) = 524.8 kJ/mol
HOMO-LUMO gap = 8.70 eV
Spin multiplicity = 1
Molecular weight = 200.18 g/mol

Positions of all 26 atoms, in Å:
C (-1.4461, 0.9013, -2.0950)
C (2.1829, -0.8371, -0.2468)
C (-1.6882, 0.2241, 0.4789)
C (0.5022, 1.2100, -0.6298)
C (1.1722, -2.0256, -0.3802)
C (-1.0222, 1.0611, -0.6305)
C (-0.8478, -0.9648, 0.7679)
C (0.9419, -0.0400, 0.1711)
N (0.6149, -0.0221, 1.6092)
N (0.0254, -1.1585, -0.2747)
O (-1.4699, -0.3254, -2.5972)
O (-1.7355, 1.8407, -2.7703)
P (0.8617, 0.9847, 2.7868)
H (3.1051, -0.6468, 0.3720)
H (2.6498, -0.6261, -1.1923)
H (-1.8280, 0.7818, 1.3700)
H (-2.6199, -0.0811, 0.1483)
H (0.8325, 1.1650, -1.6164)
H (0.8372, 2.1072, -0.0206)
H (1.1269, -2.4829, -1.3135)
H (1.4004, -2.7658, 0.3850)
H (-1.2850, 2.0707, -0.3978)
H (-1.2560, -1.6759, 1.4443)
H (-0.9679, -0.8483, -2.0140)
H (0.1774, 0.3134, 3.8542)
H (-0.2640, 1.8406, 2.7915)